15
Properties=species:S:1:pos:R:3:forces:R:3 method="wB97M-V/def2-TZVPD" lumo_ev=1.05 e_above_lowest_ev=4.7764 homo_ev=-8.48 homo_lumo_gap_ev=9.53 energy_ha=-395.972881 smiles="NNC1=N[C@H]2C[C@H]2O1"
N -2.2957 1.3640 -0.7506 3.3 1.4 0.8
N -1.8286 0.1567 -0.1535 0.7 0.1 -0.6
C -0.5127 -0.1816 -0.1557 -3.6 -4.5 2.6
N 0.3565 0.2838 -0.8548 -4.5 3.9 -4.7
C 1.5277 0.0060 -0.4748 8.3 -2.2 2.2
C 1.7844 0.4564 0.9274 -2.1 -0.5 0.7
C 1.3806 -1.0265 0.7910 -1.5 -1.4 -1.4
O -0.0852 -1.3569 0.6790 0.8 3.8 -0.5
H -2.2310 1.3035 -1.7589 -0.3 -0.8 -0.4
H -1.3911 1.9750 -0.6295 -2.3 -0.7 0.1
H -2.4939 -0.3765 0.3265 -0.7 -0.6 0.7
H 2.3064 -0.0324 -1.2702 -0.3 0.0 1.0
H 1.1739 1.2918 1.3818 -0.1 -1.3 -0.7
H 2.7241 0.6051 1.2912 2.9 -0.1 0.5
H 1.8870 -2.0677 1.0120 -0.5 2.9 -0.3